1.
Molecular formula: H11O5S
Method: DFT, ωB97M-V with the def2-TZVPD basis set

Geometry as ORCA input:
```
! wB97M-V def2-TZVPD RIJCOSX def2/J DEFGRID3
* xyz 0 2
S 0.21 0.27 -1.14
H 0.93 1.20 -1.81
H 1.16 -2.26 1.96
H 0.45 -1.80 0.67
O 0.34 -2.31 1.50
H -2.06 -1.25 0.63
H -2.46 0.08 1.04
O -2.62 -0.84 1.27
H -2.30 1.09 -2.55
H -2.62 -0.19 -3.28
O -2.82 0.77 -3.29
H -1.99 -0.64 3.66
H -0.67 0.03 3.38
O -1.37 0.00 4.03
H 5.10 2.30 -1.53
H 5.83 1.43 -0.59
O 5.94 1.89 -1.41
*
```

Its total energy is -780.89906 hartree. The energy relative to the best compared isomer or geometry (same formula, charge and spin) comes out at 0.759 eV. The value obtained for the LUMO energy (alpha / beta) is -0.3 / -3.8 eV.

2.
Molecular formula: C18H17ClN4O3
Method: DFT, ωB97M-V with the def2-TZVPD basis set

Geometry as ORCA input:
```
! wB97M-V def2-TZVPD RIJCOSX def2/J DEFGRID3
* xyz 0 1
O 2.55 -1.98 1.87
C 2.27 -1.60 0.74
C 2.48 -0.19 0.39
C 3.16 0.73 1.15
C 3.00 1.98 0.50
C 2.24 1.73 -0.60
O 1.92 0.43 -0.68
N 1.74 -2.46 -0.17
C 1.33 -2.16 -1.51
C -0.18 -1.81 -1.50
N -0.89 -2.46 -0.40
C -1.03 -1.67 0.82
C -1.49 -0.28 0.51
N -0.81 0.72 0.93
C -1.23 1.98 0.61
C -0.47 3.07 1.05
C -0.87 4.35 0.71
Cl 0.08 5.69 1.24
C -2.01 4.58 -0.05
C -2.76 3.51 -0.48
C -2.39 2.21 -0.16
C -3.17 1.07 -0.63
O -4.17 1.11 -1.30
N -2.64 -0.15 -0.22
C -0.32 -3.77 -0.14
C 1.16 -3.70 0.31
H 3.69 0.52 2.05
H 3.40 2.92 0.81
H 1.86 2.37 -1.37
H 1.50 -3.06 -2.11
H 1.91 -1.35 -1.93
H -0.30 -0.73 -1.42
H -0.64 -2.14 -2.44
H -0.12 -1.58 1.42
H -1.79 -2.17 1.43
H 0.41 2.89 1.64
H -2.30 5.59 -0.29
H -3.66 3.66 -1.07
H -3.11 -0.99 -0.54
H -0.92 -4.27 0.62
H -0.41 -4.34 -1.07
H 1.72 -4.56 -0.10
H 1.26 -3.71 1.40
*
```

Its total energy is -1601.09261 hartree. The energy relative to the best compared isomer or geometry (same formula, charge and spin) comes out at 1.912 eV. The value obtained for the LUMO energy is 0.3 eV.

3.
Molecular formula: ClH5N3OP
Method: DFT, ωB97M-V with the def2-TZVPD basis set

Geometry as ORCA input:
```
! wB97M-V def2-TZVPD RIJCOSX def2/J DEFGRID3
* xyz 0 1
N 0.14 -1.74 -0.69
N 0.64 -0.51 -0.16
P -0.51 0.67 -0.47
N -0.21 1.98 0.52
O -0.93 0.96 -1.83
Cl -2.45 -0.54 0.45
H 0.43 -1.94 -1.68
H -0.85 -1.82 -0.46
H 0.89 -0.54 0.75
H 0.45 1.80 1.32
H 0.12 2.82 -0.13
*
```

Its total energy is -1044.07321 hartree. The energy relative to the best compared isomer or geometry (same formula, charge and spin) comes out at 1.295 eV. The value obtained for the LUMO energy is -0.1 eV.

4.
Molecular formula: C29H24F12N2O2Te4Zr
Method: DFT, ωB97M-V with the def2-TZVPD basis set

Geometry as ORCA input:
```
! wB97M-V def2-TZVPD RIJCOSX def2/J DEFGRID3
* xyz -2 1
Zr 0.84 -0.55 -0.43
C -6.19 0.08 1.87
C -4.75 0.28 1.48
C -4.06 1.46 1.76
C -2.72 1.59 1.48
C -1.94 0.54 0.94
N -0.56 0.65 0.84
C 0.00 1.74 1.54
C -0.18 1.82 2.93
C 0.39 2.83 3.67
C 1.16 3.81 3.06
C 1.86 4.87 3.87
C 1.32 3.75 1.69
C 0.75 2.74 0.92
C 1.00 2.59 -0.59
O 1.48 1.35 -0.90
C 2.07 3.58 -1.14
F 2.38 3.30 -2.41
F 3.20 3.50 -0.44
F 1.65 4.87 -1.10
C -0.34 2.90 -1.37
F -1.14 3.73 -0.68
F -1.04 1.79 -1.64
F -0.13 3.49 -2.57
C -2.69 -0.58 0.49
C -4.04 -0.70 0.81
C -2.04 -1.68 -0.33
O -0.93 -1.26 -1.02
C -3.00 -2.28 -1.41
F -2.32 -2.82 -2.43
F -3.80 -3.26 -0.94
F -3.81 -1.35 -1.95
C -1.61 -2.83 0.62
F -2.61 -3.27 1.41
F -0.65 -2.37 1.44
F -1.14 -3.89 -0.04
H -6.65 1.02 2.17
H -6.28 -0.61 2.72
H -6.78 -0.35 1.06
H -4.59 2.30 2.20
H -2.24 2.53 1.69
H -0.75 1.03 3.41
H 0.26 2.83 4.75
H 1.31 5.10 4.79
H 1.97 5.80 3.30
H 2.86 4.53 4.16
H 1.92 4.52 1.22
H -4.57 -1.60 0.51
Te 2.44 -0.47 2.17
Te 2.81 -2.18 4.21
Te 6.75 0.02 1.10
Te 4.33 -0.67 0.15
C 0.59 0.00 -3.59
N 1.43 -0.88 -2.76
C 2.85 -0.68 -3.12
C 1.07 -2.29 -3.00
C 1.66 -3.19 -1.95
C 2.14 -4.44 -2.29
C 2.58 -5.31 -1.31
C 2.54 -4.91 0.02
C 2.08 -3.63 0.35
C 1.65 -2.72 -0.62
H 0.69 -0.28 -4.65
H 0.91 1.03 -3.46
H -0.45 -0.10 -3.29
H 2.96 -0.77 -4.21
H 3.45 -1.44 -2.63
H 3.18 0.30 -2.80
H 1.39 -2.60 -4.01
H -0.02 -2.35 -2.96
H 2.17 -4.75 -3.34
H 2.97 -6.29 -1.57
H 2.88 -5.57 0.81
H 2.11 -3.34 1.40
*
```

Its total energy is -3697.32752 hartree. The energy relative to the best compared isomer or geometry (same formula, charge and spin) comes out at 0.000 eV. The value obtained for the LUMO energy is 4.1 eV.

5.
Molecular formula: C30H47AlN6O2S
Method: DFT, ωB97M-V with the def2-TZVPD basis set

Geometry as ORCA input:
```
! wB97M-V def2-TZVPD RIJCOSX def2/J DEFGRID3
* xyz -2 1
Al 1.44 -1.03 -1.52
C 1.86 3.88 3.48
C 1.12 4.00 2.14
C -0.39 4.11 2.41
C 1.58 5.31 1.48
C 1.40 2.78 1.26
C 1.88 2.92 -0.11
C 1.96 1.80 -0.88
N 1.66 0.55 -0.47
C 1.32 0.36 0.90
C 1.14 1.54 1.72
C 1.06 -0.93 1.25
C 0.64 -1.42 2.55
C 0.42 -2.73 2.79
C 0.62 -3.66 1.71
C 0.95 -3.17 0.48
N 1.16 -1.87 0.20
C -0.02 -3.19 4.19
C -1.30 -2.46 4.60
C 1.09 -2.88 5.21
C -0.30 -4.69 4.23
H 1.66 4.75 4.11
H 2.93 3.80 3.32
H 1.54 2.98 4.02
H -0.62 4.99 3.02
H -0.75 3.22 2.92
H -0.93 4.19 1.46
H 1.38 6.15 2.15
H 1.05 5.48 0.54
H 2.65 5.29 1.27
H 2.15 3.87 -0.54
H 2.24 1.86 -1.93
H 0.76 1.39 2.72
H 0.50 -0.68 3.34
H 0.46 -4.73 1.82
H 1.06 -3.84 -0.37
H -1.15 -1.38 4.64
H -1.63 -2.79 5.59
H -2.10 -2.65 3.88
H 1.29 -1.81 5.24
H 2.01 -3.38 4.92
H 0.80 -3.22 6.21
H -1.08 -4.97 3.53
H -0.63 -4.97 5.24
H 0.59 -5.27 3.99
C 4.40 -1.03 0.04
C 4.30 -1.65 -1.34
O 5.29 -2.19 -1.84
O 3.16 -1.56 -1.94
H 5.40 -1.19 0.44
H 3.65 -1.46 0.71
H 4.18 0.04 -0.02
C -1.97 -1.73 -3.12
C -0.70 -2.43 -3.61
C -0.67 -3.85 -3.06
C -0.74 -2.49 -5.14
C 0.60 -1.73 -3.16
H -2.85 -2.19 -3.58
H -1.93 -0.68 -3.38
H -2.05 -1.81 -2.03
H -1.53 -4.43 -3.42
H -0.70 -3.83 -1.96
H 0.25 -4.37 -3.36
H -1.65 -3.00 -5.49
H 0.13 -3.03 -5.53
H -0.72 -1.48 -5.55
H 1.41 -2.27 -3.65
S 0.79 0.06 -3.73
C -2.03 2.75 -3.96
C -3.24 2.99 -3.05
C -4.30 1.91 -3.27
C -2.85 3.11 -1.58
N -2.37 1.86 -1.01
C -1.20 1.23 -1.20
N -1.26 0.07 -0.60
N -2.48 0.01 -0.02
N -3.16 1.07 -0.27
H -2.33 2.78 -5.01
H -1.56 1.78 -3.78
H -1.27 3.52 -3.80
H -3.68 3.96 -3.31
H -3.89 0.92 -3.04
H -4.63 1.91 -4.30
H -5.16 2.06 -2.62
H -3.71 3.39 -0.97
H -2.07 3.86 -1.45
H -0.37 1.59 -1.78
*
```

Its total energy is -2291.13839 hartree. The energy relative to the best compared isomer or geometry (same formula, charge and spin) comes out at 0.000 eV. The value obtained for the LUMO energy is 4.3 eV.

6.
Molecular formula: C32H37N2O5
Method: DFT, ωB97M-V with the def2-TZVPD basis set

Geometry as ORCA input:
```
! wB97M-V def2-TZVPD RIJCOSX def2/J DEFGRID3
* xyz -1 1
C -1.77 -4.15 -1.58
C -0.46 -4.56 -0.95
O 0.13 -3.37 -0.38
C 1.37 -3.57 0.12
C 1.80 -2.41 0.93
N 2.89 -2.56 1.61
C 3.37 -1.94 2.65
C 4.63 -2.26 3.28
C 4.95 -1.65 4.52
C 6.16 -1.91 5.15
C 7.08 -2.78 4.55
C 6.77 -3.41 3.34
C 5.54 -3.17 2.71
O 2.01 -4.59 -0.05
H -2.36 -5.04 -1.82
H -2.36 -3.51 -0.91
H -1.59 -3.60 -2.51
H -0.62 -5.30 -0.15
H 0.23 -4.98 -1.70
H 1.08 -1.62 1.04
H 2.78 -1.14 3.12
H 4.21 -0.98 4.97
H 6.39 -1.43 6.10
H 8.04 -2.97 5.04
H 7.49 -4.09 2.88
H 5.28 -3.66 1.78
C -0.19 1.68 -5.32
C 0.57 2.21 -4.10
C 1.94 1.55 -4.06
C 0.78 3.72 -4.27
C -0.23 1.93 -2.80
C 0.26 1.17 -1.77
C -0.46 0.92 -0.56
C 0.16 0.20 0.49
C -0.53 -0.12 1.71
C -1.87 -0.62 1.69
C -2.55 -0.93 2.86
C -1.91 -0.72 4.10
N -2.66 -0.86 5.30
O -2.09 -0.63 6.39
O -3.86 -1.19 5.22
C -0.57 -0.28 4.15
C 0.11 0.00 2.99
C -1.76 1.54 -0.45
C -2.34 2.28 -1.44
C -3.74 2.94 -1.31
C -3.63 4.46 -1.42
C -4.39 2.61 0.03
C -4.67 2.44 -2.42
C -1.58 2.49 -2.68
O -2.09 3.15 -3.63
H -1.16 2.18 -5.41
H 0.40 1.88 -6.23
H -0.34 0.60 -5.23
H 2.54 1.93 -3.22
H 1.84 0.46 -3.96
H 2.48 1.76 -4.99
H 1.33 4.13 -3.42
H 1.35 3.91 -5.19
H -0.19 4.23 -4.36
H 1.26 0.74 -1.85
H 1.25 0.18 0.46
H -2.38 -0.77 0.73
H -3.57 -1.29 2.85
H -0.11 -0.15 5.13
H 1.13 0.38 3.03
H -2.29 1.43 0.50
H -3.23 4.75 -2.39
H -4.63 4.90 -1.31
H -2.99 4.86 -0.63
H -4.52 1.53 0.16
H -3.81 3.02 0.87
H -5.39 3.07 0.06
H -4.79 1.35 -2.36
H -5.66 2.91 -2.30
H -4.27 2.71 -3.40
*
```

Its total energy is -1727.19672 hartree. The value obtained for the LUMO energy is 0.1 eV.

What did the first record say?
Molecular formula: H11O5S
Method: DFT, ωB97M-V with the def2-TZVPD basis set

Geometry as ORCA input:
```
! wB97M-V def2-TZVPD RIJCOSX def2/J DEFGRID3
* xyz 0 2
S 0.21 0.27 -1.14
H 0.93 1.20 -1.81
H 1.16 -2.26 1.96
H 0.45 -1.80 0.67
O 0.34 -2.31 1.50
H -2.06 -1.25 0.63
H -2.46 0.08 1.04
O -2.62 -0.84 1.27
H -2.30 1.09 -2.55
H -2.62 -0.19 -3.28
O -2.82 0.77 -3.29
H -1.99 -0.64 3.66
H -0.67 0.03 3.38
O -1.37 0.00 4.03
H 5.10 2.30 -1.53
H 5.83 1.43 -0.59
O 5.94 1.89 -1.41
*
```

Its total energy is -780.89906 hartree. The energy relative to the best compared isomer or geometry (same formula, charge and spin) comes out at 0.759 eV. The value obtained for the LUMO energy (alpha / beta) is -0.3 / -3.8 eV.